<1>
Entry from OMol25: C3H7NO in the gas phase (ωB97M-V/def2-TZVPD).

Summary:
HOMO level, eV: -9.42
Charge: 0
HOMO-LUMO gap, eV: 9.81

Each line ends with the Mulliken charge.
Positions of all 12 atoms, in Å:
C -0.1353 -0.0123 -0.2743  0.3691
C 0.4621 -1.1860 0.4958  -1.2151
N -1.5447 0.1233 -0.0407  -0.6081
C 0.6818 1.2087 -0.2416  -0.1594
O 1.6683 1.0927 -0.9987  -0.4916
H 0.5277 -0.0816 -1.4049  0.2674
H -1.7730 0.1807 0.9471  0.2393
H -1.9580 0.9140 -0.5172  0.2643
H 0.2536 2.2009 -0.0280  0.3439
H -0.0344 -2.1116 0.2110  0.3053
H 0.3283 -1.0374 1.5716  0.3380
H 1.5234 -1.2914 0.2798  0.3468

***

<2>
Entry from OMol25: 2 unconnected molecules or ions with the total composition C3H7NO (ωB97M-V/def2-TZVPD).

Summary:
HOMO level, eV: -9.05
Charge: 0
HOMO-LUMO gap, eV: 10.17

Each line ends with the Mulliken charge.
Positions of all 12 atoms, in Å:
O -1.4929 -1.0337 -0.7742  -0.3796
C -0.8391 -1.1001 -1.7821  -0.1808
H -1.0180 -0.2211 -2.3236  0.2720
H -0.2293 -1.9174 -2.0487  0.2995
C 0.0264 -0.1305 1.7388  -0.5261
C 0.8717 0.2516 0.7369  -0.1412
N 0.7451 1.2691 -0.2386  -0.5799
H -0.9098 0.4518 1.7668  0.1609
H -0.0341 -1.0728 2.3912  0.2466
H 1.8517 -0.2752 0.5280  0.3052
H -0.1808 1.7562 -0.2226  0.2546
H 1.2091 2.0221 0.2281  0.2689

***

<3>
Entry from OMol25: C3H7NO in the gas phase (ωB97M-V/def2-TZVPD).

Summary:
HOMO level, eV: -9.54
Charge: 0
HOMO-LUMO gap, eV: 10.41

Each line ends with the Mulliken charge.
Positions of all 12 atoms, in Å:
C -1.1728 0.7713 0.7460  -0.9423
C -0.9264 -0.2160 -0.3580  0.5551
N 0.3665 -0.0570 -0.9703  -0.3165
C 1.5325 -0.4335 -0.0456  -0.6873
O -1.6971 -0.8724 -1.0359  -0.5932
H -0.6668 0.5828 1.7102  0.3098
H -2.2587 0.6966 0.8384  0.3169
H -0.9037 1.7769 0.4059  0.2689
H 0.2661 -0.6964 -1.7562  0.2882
H 2.3371 -1.0886 -0.6344  0.2737
H 1.9515 0.5082 0.2353  0.2648
H 1.1719 -0.9720 0.8647  0.2618

***

Result of the stability comparison: <3> is the most stable of them.

***

<1>
Entry from OMol25: 2 unconnected molecules or ions with the total composition C3H7NO (ωB97M-V/def2-TZVPD).

Summary:
HOMO level, eV: -8.65
Charge: 0
HOMO-LUMO gap, eV: 9.07

Each line ends with the Mulliken charge.
Positions of all 12 atoms, in Å:
C 1.0639 3.0411 0.8841  -0.2438
N 0.5763 4.0890 0.4473  -0.4762
H 0.6584 2.3998 1.6865  0.2378
H 2.0913 2.8425 0.5559  0.2334
H 0.4880 4.8489 1.0889  0.2491
O -1.5147 -3.9236 0.2747  -0.4664
C -1.0766 -3.2427 -0.6814  0.1524
C -0.5371 -1.7412 -0.6305  -0.7384
H -0.5454 -3.7397 -1.5517  0.2498
H 0.5254 -1.8421 -0.4941  0.2603
H -0.6687 -1.4767 -1.7856  0.2677
H -1.0608 -1.2553 0.2058  0.2743

***

<2>
Entry from OMol25: 2 unconnected molecules or ions with the total composition C3H7NO (ωB97M-V/def2-TZVPD).

Summary:
HOMO level, eV: -8.23
Charge: 0
HOMO-LUMO gap, eV: 9.04

Each line ends with the Mulliken charge.
Positions of all 12 atoms, in Å:
O -1.2126 -1.1766 0.9423  -0.4080
C -0.3905 -1.9708 0.5700  -0.1957
H 0.5416 -2.0089 1.1526  0.2975
H -0.5510 -2.6116 -0.2982  0.2788
C 0.8545 0.3349 -1.5122  -0.8288
C 0.3714 1.3123 -0.7495  0.1090
N 0.2785 1.4549 0.6189  -0.4219
H 0.8515 0.4456 -2.5842  0.2065
H 1.4315 -0.5324 -1.2407  0.3129
H -0.1781 2.0794 -1.2931  0.2321
H 0.1451 0.6540 1.2061  0.1969
H -0.1291 2.3284 0.8978  0.2208

***

<3>
Entry from OMol25: a molecular structure, C3H7NO (ωB97M-V/def2-TZVPD).

Summary:
HOMO level, eV: -7.92
Charge: 0
HOMO-LUMO gap, eV: 9.12

Each line ends with the Mulliken charge.
Positions of all 12 atoms, in Å:
C -0.2993 0.0642 -1.1911  -0.8311
C -1.4744 0.0047 -0.2701  -0.3296
C -0.3537 0.1899 0.7798  -0.2697
N 1.6448 -0.6666 1.6527  -0.5030
O 0.1776 -0.8644 1.4231  -0.2412
H -0.0129 -0.7532 -1.7983  0.3073
H -0.2198 1.0021 -1.7138  0.2602
H -2.1961 0.7569 -0.1998  0.2774
H -1.8183 -1.0038 -0.0606  0.2418
H 0.0796 1.1509 0.8386  0.5364
H 2.0105 -0.5035 0.6777  0.2855
H 1.8752 -1.6013 1.9552  0.2660

***

<4>
Entry from OMol25: C3H7NO in the gas phase (ωB97M-V/def2-TZVPD).

Summary:
HOMO level, eV: -9.41
Charge: 0
HOMO-LUMO gap, eV: 10.23

Each line ends with the Mulliken charge.
Positions of all 12 atoms, in Å:
O 1.8794 0.4387 0.6778  -0.5409
C 1.4662 -0.6444 -0.1009  -0.4061
C 0.1201 -0.4061 -0.6953  0.0627
C -1.6367 0.6275 0.1849  -0.7447
N -0.3639 0.7436 -0.4823  -0.4860
H 1.2831 1.1666 0.4251  0.3764
H 1.2939 -1.5118 0.5607  0.2273
H 2.2182 -0.9243 -0.8319  0.2743
H -0.5162 -1.2575 -0.9871  0.4132
H -1.3329 0.4223 1.2355  0.2726
H -2.2578 -0.2306 -0.1399  0.3133
H -2.1534 1.5759 0.1534  0.2379

***

Result of the stability comparison: <2> is the most stable of them.

***

<1>
Entry from OMol25: 2 unconnected molecules or ions with the total composition C3H7NO (ωB97M-V/def2-TZVPD).

Summary:
HOMO level, eV: -9.04
Charge: 0
HOMO-LUMO gap, eV: 9.06

Each line ends with the Mulliken charge.
Positions of all 12 atoms, in Å:
C 0.3688 -1.0342 -1.1529  -0.2403
C -0.9694 -1.0994 -1.5627  -0.5865
C 1.5651 0.2185 0.5576  -0.2395
N 0.5998 0.0204 -0.2756  -0.4322
H 1.1184 -1.5910 -1.5469  0.4576
H -1.7609 -0.7402 -0.9727  0.2175
H -1.1973 -1.3907 -2.5397  0.2613
H 1.4634 1.0674 1.1889  0.3007
H 2.4549 -0.3898 0.5270  0.2667
H -0.7300 0.8882 1.3659  0.3524
H -1.9878 1.5619 1.5981  0.2611
O -1.1683 1.4927 1.9070  -0.6188

***

<2>
Entry from OMol25: C3H7NO in the gas phase (ωB97M-V/def2-TZVPD).

Summary:
HOMO level, eV: -9.84
Charge: 0
HOMO-LUMO gap, eV: 10.88

Each line ends with the Mulliken charge.
Positions of all 12 atoms, in Å:
C -0.9423 0.7919 1.1511  -1.0788
C 0.4706 0.4084 0.9114  -0.4696
C -0.3894 -1.3305 -0.8319  -0.3819
H -0.9806 1.8256 0.8586  0.3134
H -1.6399 0.2362 0.6263  0.4609
H -1.2505 0.7096 2.2116  0.2976
H 0.7096 -0.5957 1.3559  0.3357
H 1.0552 1.1308 1.4922  0.3297
H -0.9898 -1.9957 -1.5861  0.2164
H -0.6491 -1.4336 0.1881  0.3454
N 0.3195 -0.4042 -1.2862  -0.1987
O 0.8343 0.4667 -0.4408  -0.1701

***

Result of the stability comparison: <1> is the most stable of them.

***

<1>
Entry from OMol25: 3 unconnected molecules or ions with the total composition C3H7NO (ωB97M-V/def2-TZVPD).

Summary:
HOMO level (alpha / beta), eV: -7.30 / -7.30
Charge: 0
HOMO-LUMO gap (alpha / beta), eV: 7.53 / 7.53

Each line ends with the Mulliken charge.
Positions of all 12 atoms, in Å:
C 0.2682 -0.4323 0.4593  0.1429
C 1.3774 0.1203 1.2627  -1.0791
C -0.5453 0.7729 -1.5945  -0.3180
N 0.0973 0.0031 -0.7773  0.1952
O 0.3976 -1.3651 -0.6475  -0.3560
H -2.4927 -0.9773 0.1622  -0.2041
H 1.8119 1.0104 0.7821  0.3302
H 2.1453 -0.5793 1.6435  0.2672
H 0.9603 0.6213 2.0506  0.3412
H -2.8330 -1.5606 0.6747  0.2017
H -0.5588 1.9093 -1.3452  0.2190
H -0.6283 0.4773 -2.6706  0.2598

***

<2>
Entry from OMol25: 2 unconnected molecules or ions with the total composition C3H7NO (ωB97M-V/def2-TZVPD).

Summary:
HOMO level (alpha / beta), eV: -7.84 / -7.84
Charge: 0
HOMO-LUMO gap (alpha / beta), eV: 7.97 / 7.98

Each line ends with the Mulliken charge.
Positions of all 12 atoms, in Å:
C -1.4309 -1.2440 -0.0816  -0.5616
C 0.7688 0.7580 0.4440  0.4094
N 0.4565 1.9905 0.1319  -0.3388
C 1.5353 -0.2220 -0.0005  -0.4696
O -0.6783 -0.2066 -0.5964  -0.6176
H -0.1511 2.1235 -0.6722  0.2590
H 0.6288 2.7429 0.7824  0.2476
H -0.8329 -1.9185 0.5707  0.2000
H -2.2732 -0.8904 0.5374  0.2155
H -1.8309 -1.8840 -0.8850  0.2110
H 1.3278 -1.2500 0.2623  0.1822
H 2.4799 0.0007 -0.4930  0.2628

***

<3>
Entry from OMol25: 2 unconnected molecules or ions with the total composition C3H7NO (ωB97M-V/def2-TZVPD).

Summary:
HOMO level, eV: -10.20
Charge: 0
HOMO-LUMO gap, eV: 10.89

Each line ends with the Mulliken charge.
Positions of all 12 atoms, in Å:
C -0.1172 -0.7058 -3.2403  -0.4472
C 1.1149 -0.4164 -2.8236  -0.4476
H -0.2719 -1.6236 -3.7885  0.2050
H -0.9879 -0.0722 -3.1311  0.2396
H 1.9205 -0.9852 -3.2740  0.2015
H 1.3911 0.3962 -2.1674  0.2492
C -0.0394 0.5610 3.5235  0.1520
N -1.0131 0.5233 2.5533  -0.3578
O -0.2111 1.1664 4.5586  -0.5477
H 0.8699 -0.0039 3.2585  0.3005
H -1.6942 1.2402 2.7704  0.2372
H -0.9616 -0.0800 1.7606  0.2152

***

<4>
Entry from OMol25: 2 unconnected molecules or ions with the total composition C3H7NO (ωB97M-V/def2-TZVPD).

Summary:
HOMO level, eV: -8.80
Charge: 0
HOMO-LUMO gap, eV: 9.54

Each line ends with the Mulliken charge.
Positions of all 12 atoms, in Å:
O -2.0268 0.4754 2.4302  -0.3948
C -0.9027 0.8163 2.2438  0.0161
H -0.0486 0.3005 1.7689  0.1790
H -0.5225 1.8284 2.5365  0.2005
C 1.2379 -1.2244 -0.7344  -0.7695
C 0.6961 -0.0447 -1.0873  -0.1352
N -0.4530 0.2126 -1.8221  -0.5063
H 0.5773 -2.0797 -0.6585  0.2743
H 2.2336 -1.1815 -0.3285  0.2748
H 1.2651 0.8278 -0.7670  0.3844
H -0.8543 -0.6044 -2.2773  0.2413
H -1.2023 0.6737 -1.3042  0.2352

***

Result of the stability comparison: <3> is the most stable of them.

***

<1>
Entry from OMol25: C3H6N2S2 in the gas phase (ωB97M-V/def2-TZVPD).

Summary:
HOMO level, eV: -8.59
Charge: 0
HOMO-LUMO gap, eV: 8.80

Each line ends with the Mulliken charge.
Positions of all 13 atoms, in Å:
C 0.5172 0.8138 0.9119  -0.6839
C 1.1007 -0.5382 0.6614  -0.0404
C -1.1868 -0.5749 -1.2370  -0.0571
H 0.5469 3.0311 0.0277  0.1483
H 0.6907 1.1518 1.9268  0.3604
H -0.5932 0.7892 0.8623  0.3998
H 2.1471 -0.7323 0.9226  0.4075
H -1.1914 -2.3933 -0.2484  0.2543
H -0.4426 0.1899 -1.3736  0.2638
N 0.5718 -1.5662 0.1325  -0.5401
N -0.7824 -1.4803 -0.3140  0.0109
S 1.2785 1.9424 -0.2925  -0.1978
S -2.6564 -0.6331 -1.9797  -0.3258

***

<2>
Entry from OMol25: C3H6N2S2 in the gas phase (ωB97M-V/def2-TZVPD).

Summary:
HOMO level, eV: -9.20
Charge: 0
HOMO-LUMO gap, eV: 9.83

Each line ends with the Mulliken charge.
Positions of all 13 atoms, in Å:
C 0.2991 1.6585 -0.3605  -1.0245
C 0.3189 0.2286 0.0735  0.6094
C -0.7148 -0.1115 1.0896  -0.0427
H 0.3058 2.3367 0.5035  0.3288
H -0.5995 1.8758 -0.9736  0.2189
H 1.1733 1.8888 -0.9618  0.3552
H -0.5897 0.4380 2.0236  0.3598
H -1.3993 -1.0210 -1.3077  0.1665
H 2.6077 -2.3083 -0.4035  0.1626
N -1.7610 -0.7931 0.9553  -0.4141
N 1.2364 -0.5187 -0.3727  -0.5285
S -2.3212 -1.5225 -0.4362  -0.0727
S 1.4442 -2.1512 0.1706  -0.1187

***

<3>
Entry from OMol25: C3H6N2S2 in the gas phase (ωB97M-V/def2-TZVPD).

Summary:
HOMO level, eV: -9.03
Charge: 0
HOMO-LUMO gap, eV: 9.68

Each line ends with the Mulliken charge.
Positions of all 13 atoms, in Å:
C -1.1516 0.4527 0.7763  0.6644
C -0.8423 -0.9630 0.5195  -0.9143
C 1.2141 -0.1265 -1.2590  -0.5774
H -2.9018 0.1713 0.6002  0.2559
H -0.1338 -1.2633 1.2975  0.3868
H -1.7771 -1.5598 0.7657  0.3858
H 2.1031 -0.6318 -1.5796  0.3685
H 1.0016 0.5390 -2.0584  0.3514
H -0.1626 2.2281 0.8422  0.3076
N -2.3154 0.9744 0.7844  -0.7468
N 0.0371 1.2278 0.9759  -0.3238
S -0.1648 -1.3617 -1.1346  -0.0926
S 1.5709 0.6693 0.3590  -0.0655

***

Result of the stability comparison: <3> is the most stable of them.

***

<1>
Entry from OMol25: C3H6N2S2 in the gas phase (ωB97M-V/def2-TZVPD).

Summary:
HOMO level, eV: -8.32
Charge: 0
HOMO-LUMO gap, eV: 8.94

Each line ends with the Mulliken charge.
Positions of all 13 atoms, in Å:
C 0.2178 -1.0143 0.0069  0.3803
C -1.1094 0.9358 0.7304  -0.3782
C -1.1103 0.9372 -0.7375  -0.3843
H 2.1165 0.7705 -0.0271  0.2420
H 1.6927 -2.3418 0.0023  0.2615
H -0.8827 1.8636 1.3003  0.2279
H -1.7255 0.2201 1.2359  0.2626
H -1.7595 0.2117 -1.2299  0.2421
H -0.9020 1.8489 -1.2810  0.2456
N 1.5112 -1.3560 -0.0006  -0.2181
N 0.0405 0.3988 0.0030  -0.3774
S 2.9035 -0.3254 -0.0015  -0.1442
S -0.9928 -2.1490 -0.0012  -0.3598

***

<2>
Entry from OMol25: C3H6N2S2 in the gas phase (ωB97M-V/def2-TZVPD).

Summary:
HOMO level, eV: -8.30
Charge: 0
HOMO-LUMO gap, eV: 7.81

Each line ends with the Mulliken charge.
Positions of all 13 atoms, in Å:
C -0.4002 0.4629 0.5703  0.2260
C 2.3678 0.5016 0.3006  0.0023
C -1.4940 -0.2453 -0.1956  -1.0516
N 0.4707 -0.4947 1.2316  -0.2875
N 1.6731 -0.3768 1.0211  -0.0456
S 0.3474 1.7523 -0.3440  -0.2795
S 3.5687 0.1403 -0.9172  -0.1409
H -0.7743 1.0348 1.4315  0.2382
H 2.8133 1.5145 0.7519  0.2963
H -1.9470 -0.9781 0.5243  0.3240
H -1.2318 -0.7226 -1.1533  0.2718
H -2.1968 0.5512 -0.5015  0.3142
H 3.2971 -1.0862 -1.2532  0.1324

***

Result of the stability comparison: <1> is the most stable of them.